DFT (ωB97M-V/def2-TZVPD) results for a structure of composition C41H44IrN7O5PS3 at a distorted geometry.

Charge = 0
Calculated total energy = -108529.61836 eV
Lowest unoccupied orbital energy (alpha / beta) = -0.24 / -1.27 eV
Multiplicity = 2
Relative energy (zero: lowest compared OMol25 entry of this formula, charge and spin) = 56.4 kcal/mol
E_HOMO (alpha / beta) = -5.32 / -5.20 eV

Geometry (Å):
Ir: -0.6544 1.4902 -0.3971
C: -0.9432 3.8107 -3.7559
C: -0.1567 2.6735 -3.2014
N: 0.4806 2.7168 -2.0292
N: 1.6901 2.1963 -2.0502
C: 2.3105 1.6943 -0.9294
S: 1.5917 0.0505 -0.5030
S: 4.0859 1.4729 -1.3453
C: 3.9440 0.5922 -2.9546
C: 4.2834 -0.8579 -2.8517
C: 3.2840 -1.8110 -2.7077
C: 3.6047 -3.1511 -2.5795
C: 4.9277 -3.5566 -2.6147
C: 5.9301 -2.6153 -2.7777
C: 5.6100 -1.2737 -2.8905
C: -0.0306 1.4511 -3.9738
C: 0.4510 1.4278 -5.2755
C: 0.6495 0.2295 -5.9332
C: 0.3559 -0.9661 -5.2855
C: -0.1625 -0.9730 -4.0134
C: -0.4080 0.2306 -3.3092
O: -1.0049 0.2183 -2.1736
H: -0.4095 4.7487 -3.6079
H: -1.9220 3.8962 -3.2881
H: -1.0971 3.6403 -4.8201
H: 4.6327 1.1159 -3.6154
H: 2.9190 0.7555 -3.2839
H: 2.2516 -1.4998 -2.6768
H: 2.8156 -3.8771 -2.4478
H: 5.1792 -4.6033 -2.5127
H: 6.9652 -2.9262 -2.8118
H: 6.3930 -0.5371 -2.9986
H: 0.7372 2.3523 -5.7604
H: 1.0622 0.2254 -6.9304
H: 0.5426 -1.9015 -5.7941
H: -0.3814 -1.9031 -3.5098
N: -2.5469 2.8448 0.4260
C: -3.4544 1.9404 1.0426
C: -3.8766 2.1603 2.3493
C: -4.7871 1.3039 2.9460
C: -5.2790 0.2143 2.2474
C: -4.8378 -0.0252 0.9547
C: -3.9268 0.8248 0.3569
H: -3.4819 3.0047 2.8974
H: -5.1337 1.5024 3.9506
H: -6.0045 -0.4434 2.7044
H: -5.2081 -0.8798 0.4069
H: -3.5603 0.6332 -0.6431
S: 2.9228 4.2195 0.3094
C: 1.5498 4.7692 1.2092
C: 0.6320 3.7772 1.3934
N: 0.8933 2.5818 0.8671
C: 2.2164 2.4928 0.3812
H: 1.4667 5.7953 1.4971
H: -0.3051 3.9267 1.9055
H: 2.8743 1.9588 1.0836
C: -5.1120 3.7245 -2.4954
O: -4.1329 3.1286 -1.6550
P: -3.2630 3.8559 -0.5480
O: -2.3202 4.8269 -1.3337
C: -1.2024 5.4727 -0.7288
O: -4.2530 4.9656 0.1028
C: -5.2544 4.7651 1.0846
H: -5.8553 2.9527 -2.6990
H: -4.6556 4.0493 -3.4304
H: -5.5814 4.5771 -2.0052
H: -1.0025 6.3664 -1.3198
H: -0.3325 4.8148 -0.7624
H: -1.4281 5.7446 0.3002
H: -5.9629 5.5890 0.9764
H: -4.8103 4.8055 2.0788
H: -5.7677 3.8103 0.9672
C: 3.9578 -7.1916 5.8961
C: 3.0524 -6.6819 4.8150
C: 2.2708 -7.5430 4.0554
C: 1.4348 -7.0594 3.0663
C: 1.3614 -5.6940 2.7959
N: 0.5067 -5.2732 1.7711
C: -0.1352 -4.0826 1.5110
O: -0.7118 -3.9130 0.4628
N: -0.1226 -3.1813 2.5497
C: -0.4734 -1.8405 2.5358
C: -0.4267 -1.1501 3.7486
C: -0.7220 0.2000 3.7582
C: -1.0440 0.8204 2.5668
N: -1.1048 0.1688 1.4075
C: -0.8386 -1.1334 1.3857
C: 2.1794 -4.8307 3.5230
C: 2.9964 -5.3255 4.5240
H: 3.8385 -8.2638 6.0339
H: 3.7438 -6.6927 6.8412
H: 4.9989 -6.9895 5.6434
H: 2.3179 -8.6067 4.2347
H: 0.8380 -7.7472 2.4859
H: 0.3137 -5.9692 1.0637
H: 0.1954 -3.5292 3.4443
H: -0.1571 -1.6631 4.6620
H: -0.6962 0.7627 4.6787
H: -1.2663 1.8744 2.5391
H: -0.9024 -1.6305 0.4301
H: 2.2296 -3.7809 3.2811
H: 3.6195 -4.6403 5.0806

Cartesian forces (eV/Å) of the 6 atoms listed first:
Ir 4.497 -1.241 -0.431
C -0.225 -0.049 0.359
C -0.133 -0.663 0.030
N -1.259 0.044 1.866
N 0.930 0.100 -1.167
C -0.117 -0.472 -0.361

These are the Mulliken partial charges, in e, on atoms 1 to 8:
1 Ir 2.96
2 C -1.27
3 C 0.72
4 N -0.07
5 N -0.89
6 C 0.23
7 S -0.06
8 S -0.11

***

DFT (ωB97M-V/def2-TZVPD) results for a structure of composition C41H44N11O6STa.

Charge = +2
Calculated total energy = -84281.86480 eV
Lowest unoccupied orbital energy = -5.21 eV
Relative energy (zero: lowest compared OMol25 entry of this formula, charge and spin) = 0.0 kcal/mol
E_HOMO = -12.54 eV

Geometry (Å):
Ta: -0.3600 0.5072 -0.3878
N: -2.2195 4.1176 1.2098
C: -1.6839 3.1956 0.4291
N: -1.1311 2.0984 0.8845
C: -1.0140 1.9070 2.2752
N: -0.2893 0.9301 2.6595
N: 0.2077 0.2080 1.5913
C: 1.2917 -0.6395 1.9893
C: 2.2978 -0.6045 0.8705
C: 3.6390 -0.9022 1.0272
C: 4.4765 -0.8104 -0.0719
C: 3.9420 -0.4255 -1.2945
C: 2.5933 -0.1493 -1.3701
N: 1.7751 -0.2503 -0.3129
C: -1.6771 2.8475 3.1700
C: -1.7204 2.6782 4.5532
C: -2.3460 3.6221 5.3434
C: -2.9357 4.7462 4.7670
C: -2.9039 4.9295 3.3978
C: -2.2746 3.9743 2.6117
H: -2.6017 4.9499 0.7861
H: -1.7069 3.3657 -0.6404
H: 1.7122 -0.2992 2.9350
H: 4.0132 -1.1829 2.0021
H: 5.5342 -1.0139 0.0269
H: 4.5622 -0.3154 -2.1723
H: 2.1470 0.1966 -2.2929
H: -1.2488 1.8080 4.9886
H: -2.3768 3.4921 6.4161
H: -3.4204 5.4824 5.3930
H: -3.3574 5.8018 2.9439
N: -2.2739 -3.5107 0.8128
C: -1.3939 -3.2506 -0.3764
C: -0.5655 -4.4569 -0.7661
C: 0.4123 -4.0612 -1.8820
N: 1.4262 -3.1518 -1.3524
C: -0.3037 -3.3552 -3.0285
C: -1.2983 -2.2580 -2.6387
N: -0.7071 -0.9187 -2.2564
C: -2.2321 -2.7703 -1.5496
H: -1.7453 -3.9118 1.6026
H: -3.0536 -4.1327 0.5961
H: -2.6311 -2.5954 1.1291
H: -0.7192 -2.4671 -0.0339
H: -1.2140 -5.2615 -1.1273
H: -0.0069 -4.8441 0.0902
H: 0.8466 -4.9879 -2.2728
H: 2.1456 -3.0079 -2.0546
H: 1.8922 -3.5584 -0.5484
H: -0.8910 -4.0962 -3.5780
H: 0.4284 -2.9744 -3.7461
H: -1.8904 -2.0632 -3.5350
H: -1.3203 -0.2223 -2.6818
H: 0.1684 -0.8189 -2.7674
H: -2.8051 -3.6067 -1.9622
H: -2.9519 -2.0052 -1.2600
S: 0.9923 -2.4721 2.1172
C: -0.3185 -2.8411 3.2577
C: -1.2370 -1.9350 3.7804
C: -2.3285 -2.4051 4.5025
C: -2.5269 -3.7658 4.6972
C: -1.5953 -4.6672 4.1967
C: -0.4896 -4.2099 3.4897
H: -1.1113 -0.8763 3.6323
H: -3.0325 -1.6950 4.9192
H: -3.3827 -4.1187 5.2564
H: -1.7133 -5.7285 4.3715
H: 0.2471 -4.9157 3.1235
O: -2.4138 -0.6599 0.6799
C: -3.0881 0.0596 -0.0937
O: -2.4936 0.7420 -0.9872
C: -4.5672 0.1178 0.0205
C: -5.3289 0.8032 -0.9184
C: -6.7009 0.8218 -0.7643
C: -7.3487 0.1898 0.2813
C: -6.5544 -0.4837 1.1904
C: -5.1805 -0.5282 1.0870
N: -7.1923 -1.1917 2.3240
O: -6.4609 -1.8676 3.0231
O: -8.3718 -1.0111 2.4954
N: -7.5130 1.5575 -1.7640
O: -8.7082 1.5715 -1.5943
O: -6.9131 2.0492 -2.6962
H: -4.8729 1.3118 -1.7551
H: -8.4241 0.2235 0.3818
H: -4.6013 -1.0448 1.8390
C: -0.8826 2.7767 -3.8443
C: 0.1908 3.5241 -3.1028
C: 0.6772 4.7303 -3.5847
C: 1.6750 5.4136 -2.9055
C: 2.1949 4.8980 -1.7294
C: 1.7413 3.6910 -1.2102
C: 2.3453 3.1447 0.0543
C: 0.7349 3.0044 -1.9135
N: 0.2450 1.7989 -1.4372
H: -1.4016 3.4343 -4.5395
H: -1.6218 2.3504 -3.1624
H: -0.4581 1.9563 -4.4304
H: 0.2677 5.1410 -4.4989
H: 2.0451 6.3535 -3.2921
H: 2.9682 5.4413 -1.2006
H: 2.7701 3.9517 0.6497
H: 3.1559 2.4439 -0.1657
H: 1.6156 2.6164 0.6701

Cartesian forces (eV/Å) of the 6 atoms listed first:
Ta -0.578 -0.031 0.253
N 0.025 0.001 -0.036
C 0.016 0.036 0.065
N -0.225 0.155 0.032
C 0.104 -0.110 0.009
N -0.082 0.051 0.045

These are the Mulliken partial charges, in e, on atoms 1 to 8:
1 Ta -0.11
2 N 0.20
3 C -0.58
4 N 0.26
5 C 0.38
6 N -1.43
7 N 1.15
8 C 0.05

***

DFT (ωB97M-V/def2-TZVPD) results for a structure of composition C41H44N5O3S3SbSc.

Charge = +1
Calculated total energy = -116569.50553 eV
Lowest unoccupied orbital energy = -2.61 eV
Relative energy (zero: lowest compared OMol25 entry of this formula, charge and spin) = 0.0 kcal/mol
E_HOMO = -10.23 eV

Geometry (Å):
Sc: 0.8269 -0.9728 1.4604
C: 2.7342 -1.6407 7.3097
C: 1.3599 -1.9760 6.7510
N: 1.4219 -2.8030 5.5544
C: 1.6770 -2.3444 4.3086
S: 1.5517 -0.6424 3.9632
N: 2.0025 -3.2607 3.4150
N: 2.2016 -2.6837 2.1883
C: 3.0217 -3.2360 1.3777
C: 3.7336 -4.5208 1.6433
C: 3.3656 -2.4090 0.2027
C: 4.3378 -2.7973 -0.7026
C: 4.7548 -1.9001 -1.6767
C: 4.1903 -0.6416 -1.7110
C: 3.2015 -0.3394 -0.7868
N: 2.7863 -1.1935 0.1410
H: 2.6418 -1.0179 8.2002
H: 3.3223 -1.0958 6.5704
H: 3.2779 -2.5455 7.5860
H: 0.8180 -1.0666 6.4984
H: 0.7621 -2.5152 7.4865
H: 1.6778 -3.7722 5.6800
H: 3.2458 -5.0514 2.4538
H: 4.7698 -4.3290 1.9332
H: 3.7458 -5.1472 0.7511
H: 4.7807 -3.7798 -0.6370
H: 5.5228 -2.1831 -2.3841
H: 4.4923 0.1005 -2.4367
H: 2.7205 0.6279 -0.7793
O: -0.6455 -2.7184 2.2864
H: -0.6022 -2.9116 3.2328
H: -0.3140 -3.5105 1.8426
S: -2.8369 1.2653 3.8464
C: -3.4880 0.1358 2.7397
C: -2.4847 -0.4373 2.0356
N: -1.2192 -0.0045 2.3639
C: -1.2715 0.9030 3.3012
H: -4.5457 -0.0489 2.6633
H: -2.6043 -1.1989 1.2766
H: -0.3966 1.3845 3.7096
C: -3.2908 -2.5791 -5.6700
C: -2.5146 -2.3309 -4.4063
C: -1.1939 -1.8900 -4.4621
C: -0.4509 -1.6606 -3.3150
C: 0.9971 -1.2732 -3.4159
C: -1.0620 -1.8648 -2.0735
C: -2.3672 -2.3366 -1.9828
C: -3.0288 -2.5677 -0.6475
C: -3.0796 -2.5535 -3.1590
C: -0.3241 -1.5352 -0.8213
O: 0.2043 -2.4190 -0.1140
O: -0.2693 -0.3267 -0.3990
H: -3.3220 -1.6823 -6.2910
H: -4.3155 -2.8768 -5.4539
H: -2.8273 -3.3693 -6.2625
H: -0.7221 -1.7398 -5.4277
H: 1.2339 -0.9123 -4.4087
H: 1.6421 -2.1303 -3.2034
H: 1.2437 -0.4871 -2.7146
H: -3.5268 -1.6613 -0.2937
H: -2.3102 -2.8801 0.1131
H: -3.7883 -3.3440 -0.7282
H: -4.1019 -2.9103 -3.0937
S: 1.4249 1.6195 1.3535
Sb: -0.0977 2.4737 -0.1524
C: 0.0150 4.5541 0.1599
C: -0.7390 5.3949 -0.6568
C: -0.6653 6.7686 -0.4890
C: 0.1598 7.3023 0.4936
C: 0.9106 6.4657 1.3057
C: 0.8414 5.0880 1.1405
C: -2.1784 2.1609 -0.0442
C: -2.8571 1.3037 -0.9085
C: -4.2428 1.2598 -0.8837
C: -4.9524 2.0547 0.0083
C: -4.2763 2.9038 0.8707
C: -2.8892 2.9689 0.8372
C: 0.5269 2.2996 -2.1509
C: -0.3310 1.9677 -3.1912
C: 0.1542 1.9150 -4.4909
C: 1.4873 2.1973 -4.7505
C: 2.3433 2.5373 -3.7110
C: 1.8645 2.5893 -2.4097
H: -1.3849 4.9859 -1.4272
H: -1.2491 7.4225 -1.1233
H: 0.2176 8.3749 0.6234
H: 1.5550 6.8835 2.0679
H: 1.4300 4.4337 1.7724
H: -2.3157 0.6688 -1.5920
H: -4.7690 0.6090 -1.5714
H: -6.0341 2.0195 0.0227
H: -4.8250 3.5263 1.5656
H: -2.3727 3.6612 1.4921
H: -1.3727 1.7447 -3.0059
H: -0.5142 1.6522 -5.3001
H: 1.8596 2.1611 -5.7666
H: 3.3800 2.7739 -3.9147
H: 2.5346 2.8667 -1.6013

Cartesian forces (eV/Å) of the 6 atoms listed first:
Sc -0.147 0.074 0.460
C 0.018 0.018 0.014
C -0.020 0.034 0.010
N 0.017 -0.017 -0.051
C 0.050 -0.076 -0.109
S -0.051 0.047 -0.064

These are the Mulliken partial charges, in e, on atoms 1 to 8:
1 Sc -1.15
2 C -1.01
3 C -0.59
4 N -0.21
5 C 0.21
6 S -0.44
7 N -1.42
8 N 1.55

***

DFT (ωB97M-V/def2-TZVPD) results for a cluster of 7 separate species, C41H44N8O2 in total at a distorted geometry.

Charge = 0
Calculated total energy = -59244.65384 eV
SMILES string = CC(C)=Nc1ccc2c(c1N)C(=O)c1ccccc1C2=O.c1cc[nH]c1.c1cc[nH]c1.c1cc[nH]c1.c1cc[nH]c1.c1cc[nH]c1.c1cc[nH]c1
Lowest unoccupied orbital energy = -0.84 eV
E_HOMO = -8.18 eV

Geometry (Å):
C: 4.6006 -2.2956 0.7703
C: 3.6659 -1.8280 -0.3091
C: 2.6672 -2.8214 -0.8488
N: 3.7825 -0.6312 -0.7366
C: 2.6133 0.0352 -1.1406
C: 2.2611 0.1961 -2.4751
C: 1.1154 0.8658 -2.8587
C: 0.2898 1.3932 -1.8850
C: 0.6321 1.2481 -0.5293
C: 1.7916 0.5884 -0.1432
N: 2.1882 0.4274 1.2209
C: -0.3321 1.8282 0.4575
O: -0.0053 2.4204 1.4634
C: -1.7622 1.6542 0.0661
C: -2.7461 1.3400 0.9807
C: -4.0674 1.1473 0.5999
C: -4.3778 1.3105 -0.7585
C: -3.4053 1.6348 -1.6873
C: -2.0971 1.7901 -1.2794
C: -0.9820 2.0887 -2.2290
O: -1.1001 2.8376 -3.1715
H: 4.4221 -3.3484 0.9840
H: 5.6391 -2.1812 0.4638
H: 4.3582 -1.7319 1.6683
H: 2.4706 -2.6492 -1.9023
H: 1.7461 -2.8201 -0.2626
H: 3.0912 -3.8184 -0.7420
H: 2.9097 -0.2417 -3.2228
H: 0.8457 0.9913 -3.8975
H: 1.3792 0.5648 1.8161
H: 2.7953 1.2076 1.4594
H: -2.4766 1.2192 2.0225
H: -4.8360 0.8717 1.3063
H: -5.4082 1.1521 -1.0560
H: -3.6617 1.7609 -2.7295
C: -8.7446 4.6564 0.7199
C: -7.7420 5.5554 1.1753
C: -6.5277 4.9659 0.9443
N: -6.7572 3.7465 0.3706
C: -8.1049 3.5510 0.2266
H: -9.8108 4.8066 0.7492
H: -7.8961 6.5239 1.6199
H: -5.5255 5.3077 1.1379
H: -6.0472 3.0920 0.0981
H: -8.4901 2.6463 -0.2146
C: -9.0171 -1.7629 -0.8682
C: -7.7521 -2.4054 -0.7460
C: -6.9440 -1.5699 -0.0242
N: -7.6638 -0.4505 0.2891
C: -8.9318 -0.5615 -0.2163
H: -9.8908 -2.1407 -1.3730
H: -7.4731 -3.3679 -1.1397
H: -5.9207 -1.6728 0.2957
H: -7.3173 0.3315 0.8141
H: -9.6597 0.2174 -0.0694
C: 6.6850 2.8241 -3.5401
C: 6.7512 2.0904 -4.7562
C: 6.2872 0.8285 -4.4952
N: 5.9474 0.7721 -3.1713
C: 6.1825 1.9827 -2.5832
H: 6.9717 3.8509 -3.3873
H: 7.0984 2.4486 -5.7107
H: 6.1712 -0.0292 -5.1355
H: 5.5771 -0.0323 -2.6957
H: 5.9723 2.1391 -1.5392
C: 9.6547 -1.3717 1.2983
C: 9.5543 -1.7338 -0.0726
C: 9.3805 -3.0911 -0.1239
N: 9.3741 -3.5631 1.1604
C: 9.5385 -2.5214 2.0322
H: 9.7946 -0.3811 1.6970
H: 9.6028 -1.0727 -0.9215
H: 9.2603 -3.7585 -0.9598
H: 9.2656 -4.5250 1.4220
H: 9.5537 -2.6889 3.0953
C: 10.1122 -3.6102 8.1264
C: 9.8252 -4.7611 7.3425
C: 10.0475 -4.4280 6.0336
N: 10.4536 -3.1218 5.9969
C: 10.4990 -2.6171 7.2674
H: 10.0431 -3.5235 9.1976
H: 9.4952 -5.7219 7.6999
H: 9.9526 -5.0060 5.1304
H: 10.6857 -2.6106 5.1657
H: 10.8005 -1.6003 7.4502
C: -13.3682 0.3598 -2.9926
C: -13.0908 1.1360 -1.8345
C: -11.7350 1.3191 -1.7850
N: -11.1831 0.6816 -2.8614
C: -12.1711 0.0973 -3.6044
H: -14.3350 0.0320 -3.3355
H: -13.8040 1.5148 -1.1220
H: -11.1191 1.8469 -1.0770
H: -10.2025 0.6459 -3.0714
H: -11.9397 -0.4533 -4.4998

Cartesian forces (eV/Å) of the 6 atoms listed first:
C -0.096 -0.612 -0.509
C 0.421 0.021 -0.387
C -0.008 -0.067 0.524
N -0.395 0.369 1.051
C -0.016 -0.183 -0.961
C 0.333 -0.201 -0.152

These are the Mulliken partial charges, in e, on atoms 1 to 8:
1 C -1.31
2 C 0.99
3 C -1.32
4 N -0.45
5 C -0.57
6 C 0.03
7 C -1.35
8 C 0.91